# 1
Entry from the OMol25 dataset: a molecular structure, C26H38N5O4PtSi at a distorted geometry (ωB97M-V/def2-TZVPD).

The calculation puts the max |F| at 0.070 Eh/bohr. Its charge is +1. The value obtained for the gap between HOMO and LUMO is 6.663 eV. The molar mass is 707.785 g/mol.

Structure (XYZ):
```
75
Properties=species:S:1:pos:R:3:forces:R:3:mulliken_charge:R:1
Pt 0.948 -0.265 -1.786 0.0 0.7 -0.2 1.05
N 0.466 3.976 -1.424 0.1 -0.3 0.0 0.10
C 0.340 2.663 -1.193 -0.1 0.5 0.2 -0.49
N 1.144 1.772 -1.700 0.2 0.1 0.0 -0.43
C 2.194 2.165 -2.555 -0.3 -1.2 -0.1 0.47
N 2.893 1.236 -3.159 1.1 2.3 -0.5 -1.18
N 2.460 0.015 -2.968 -0.2 -3.6 -0.3 0.57
C 3.017 -1.070 -3.518 0.1 3.3 0.8 -0.41
C 2.280 -2.251 -3.352 -1.6 -2.2 0.4 0.70
C 2.571 -3.485 -3.981 0.2 1.5 0.4 -0.91
C 1.665 -4.509 -3.917 -1.0 -0.2 0.5 -0.27
C 0.465 -4.315 -3.214 0.8 -0.3 -0.6 -0.88
C 0.242 -3.114 -2.580 -0.1 0.2 0.2 0.14
N 1.125 -2.113 -2.603 0.5 -0.6 -0.3 -0.04
C 2.376 3.567 -2.829 -0.2 0.4 0.2 0.65
C 3.368 4.043 -3.689 0.0 0.2 0.0 -0.32
C 3.434 5.392 -3.987 0.2 -0.4 -0.1 -0.74
C 2.538 6.288 -3.417 -0.3 -0.2 0.4 -0.47
C 1.563 5.837 -2.540 0.1 0.2 -0.1 -0.83
C 1.470 4.483 -2.257 0.3 -0.5 -0.1 0.13
H -0.190 4.627 -1.014 0.0 -0.2 0.0 0.29
H -0.467 2.318 -0.554 0.0 0.0 0.0 0.80
H 3.930 -0.999 -4.088 0.1 0.1 -0.1 0.48
H 3.498 -3.584 -4.524 0.1 0.0 -0.1 0.42
H 1.853 -5.445 -4.423 0.1 0.0 0.0 0.44
H -0.270 -5.100 -3.164 -0.2 0.0 0.0 0.44
H -0.675 -2.933 -2.036 0.1 0.1 0.1 0.62
H 4.066 3.335 -4.109 0.0 0.0 -0.1 0.49
H 4.192 5.751 -4.666 0.1 0.0 0.0 0.42
H 2.601 7.339 -3.654 0.0 0.1 0.0 0.42
H 0.874 6.532 -2.083 -0.1 0.1 0.0 0.42
C -0.181 -3.585 0.653 -0.3 0.2 0.1 -1.39
C -1.526 -3.036 1.154 0.1 -0.7 0.0 1.75
C -2.034 -3.942 2.289 0.1 0.3 -0.4 -1.80
C -2.543 -2.935 0.016 0.1 0.1 0.3 -1.56
O -1.297 -1.766 1.711 0.0 0.5 0.3 1.06
Si -1.064 -0.278 1.071 0.3 -0.4 -0.4 -0.72
O -0.524 -0.369 -0.434 0.3 -0.1 -0.6 -1.37
O -2.428 0.594 0.971 -0.1 0.0 -0.3 -0.41
C -3.344 0.937 2.001 -0.5 0.4 0.4 1.74
C -4.712 1.088 1.332 0.4 -0.1 0.2 -1.73
C -3.400 -0.130 3.091 0.0 0.1 -0.3 -1.46
C -2.922 2.273 2.621 0.0 -0.4 -0.2 -1.48
O -0.113 0.542 2.107 -0.2 0.3 0.1 0.15
C 0.992 0.173 2.913 0.6 0.0 0.3 1.74
C 1.353 1.407 3.745 -0.1 -0.3 -0.3 -1.84
C 0.631 -0.968 3.864 0.0 0.2 -0.2 -1.47
C 2.152 -0.232 1.998 -0.3 0.1 0.2 -1.27
H -0.328 -4.486 0.064 0.1 -0.2 0.0 0.50
H 0.458 -3.816 1.502 0.1 0.0 0.0 0.38
H 0.315 -2.827 0.048 0.0 0.0 0.0 -0.08
H -2.191 -4.948 1.914 -0.1 -0.2 0.0 0.43
H -2.968 -3.568 2.700 -0.1 0.1 0.0 0.36
H -1.296 -3.981 3.087 0.1 0.0 0.1 0.35
H -2.606 -3.870 -0.535 -0.1 -0.1 -0.1 0.51
H -2.243 -2.126 -0.647 0.0 0.0 -0.2 0.18
H -3.528 -2.689 0.410 -0.1 0.0 0.0 0.37
H -5.021 0.144 0.892 -0.1 -0.2 0.0 0.37
H -4.658 1.830 0.541 0.0 0.1 -0.1 0.34
H -5.447 1.400 2.066 -0.2 0.0 0.1 0.42
H -3.591 -1.103 2.651 -0.1 -0.1 0.0 0.17
H -4.191 0.100 3.797 -0.1 0.1 0.1 0.62
H -2.454 -0.183 3.619 0.2 0.0 0.2 0.16
H -2.951 3.058 1.870 0.0 0.2 -0.1 0.34
H -1.911 2.193 3.010 0.1 0.0 0.1 0.05
H -3.598 2.536 3.427 -0.1 0.1 0.1 0.47
H 0.503 1.686 4.363 -0.1 0.0 0.1 0.39
H 1.604 2.250 3.106 0.1 0.1 -0.1 0.34
H 2.196 1.177 4.390 0.1 0.1 0.1 0.45
H -0.143 -0.641 4.553 -0.1 0.0 0.1 0.35
H 1.503 -1.265 4.437 0.2 0.0 0.1 0.55
H 0.254 -1.820 3.313 0.0 -0.1 0.0 0.11
H 2.378 0.580 1.309 0.1 0.1 -0.1 0.18
H 1.874 -1.109 1.417 0.0 -0.2 -0.1 0.13
H 3.038 -0.459 2.582 0.2 -0.1 0.1 0.52
```
Forces are in eV/Å.

# 2
Entry from the OMol25 dataset: 5 unconnected molecules or ions with the total composition C36H75N5O18P (ωB97M-V/def2-TZVPD).

The calculation puts the max |F| at 0.014 Eh/bohr. Its charge is +1. The value obtained for the gap between HOMO and LUMO is 8.846 eV. The molar mass is 896.987 g/mol.

Structure (XYZ):
```
135
Properties=species:S:1:pos:R:3:forces:R:3:mulliken_charge:R:1
C 5.782 -2.515 1.353 0.1 0.1 0.0 -0.82
O 4.874 -2.537 0.273 -0.1 0.1 0.0 -0.07
C 5.470 -2.124 -0.945 -0.1 -0.1 0.0 -1.01
C 4.494 -2.360 -2.090 0.3 0.2 -0.3 -0.88
C 3.591 -1.164 -2.449 -0.1 -0.2 0.2 -0.70
C 2.125 -1.324 -2.042 0.1 -0.4 0.3 -0.90
C 1.998 -1.866 -0.610 0.2 0.3 -0.2 -0.11
C 0.736 -1.490 0.069 0.3 -0.3 -0.2 0.08
N -0.103 -0.601 -0.359 -0.3 0.5 -0.4 -0.31
C -1.129 -0.567 0.522 -0.3 -0.1 0.1 0.60
N -2.173 0.225 0.316 0.1 0.0 0.1 0.30
C -2.135 1.075 -0.892 -0.2 0.1 -0.1 -1.40
C -2.526 0.331 -2.165 -0.1 0.3 0.0 -0.35
C -4.023 0.344 -2.447 -0.2 -0.1 0.1 -0.39
C -4.368 -0.203 -3.818 0.1 -0.1 0.0 -0.95
O -4.061 0.797 -4.761 -0.1 0.2 0.0 -0.20
C -4.433 0.460 -6.080 0.0 -0.1 -0.1 -0.63
C -3.352 0.307 1.169 0.0 0.0 0.0 -1.54
C -3.189 1.250 2.362 0.1 0.0 -0.2 0.86
C -4.489 1.331 3.144 -0.1 0.2 0.1 -1.55
O -2.851 2.544 1.871 0.0 0.0 0.0 -0.61
N -0.908 -1.440 1.534 0.2 -0.1 0.3 0.00
C -1.671 -1.895 2.700 -0.1 -0.2 0.2 -1.01
C -2.269 -3.302 2.537 0.1 0.1 -0.4 -0.24
C -3.786 -3.351 2.292 0.0 -0.1 0.1 -0.48
C -4.499 -4.332 3.222 0.2 -0.1 0.2 -1.05
N -4.562 -3.925 4.624 0.2 0.0 -0.1 -0.56
N 0.330 -2.041 1.242 -0.2 0.0 0.2 0.22
P 1.300 -3.244 2.034 0.2 -0.5 0.1 0.58
O 1.449 -4.417 1.202 0.0 0.1 0.0 -0.66
O 0.631 -3.510 3.436 -0.1 0.3 0.0 -0.49
O 2.635 -2.455 2.347 -0.2 0.0 0.1 -0.43
H 5.257 -2.874 2.235 0.0 -0.1 0.0 0.10
H 6.152 -1.502 1.549 0.0 0.0 0.0 0.36
H 6.641 -3.163 1.157 0.0 -0.1 0.0 0.37
H 6.398 -2.682 -1.114 0.0 -0.1 0.1 0.57
H 5.746 -1.063 -0.889 0.0 0.0 0.0 0.46
H 3.912 -3.257 -1.875 0.0 -0.1 0.0 0.47
H 5.098 -2.605 -2.965 0.0 0.0 0.0 0.45
H 3.621 -1.022 -3.529 0.0 0.2 0.0 0.29
H 3.996 -0.262 -1.987 0.0 0.1 -0.1 0.46
H 1.592 -0.381 -2.124 0.0 0.1 -0.1 0.36
H 1.653 -2.048 -2.709 -0.2 0.1 -0.1 0.26
H 2.829 -1.490 -0.002 0.0 -0.1 0.0 0.33
H 2.100 -2.951 -0.591 0.0 0.0 0.1 0.57
H -2.840 1.882 -0.702 0.0 0.1 0.0 0.66
H -1.152 1.529 -0.980 0.1 -0.1 0.0 0.63
H -2.172 -0.699 -2.112 0.2 0.0 -0.1 0.31
H -2.031 0.837 -2.996 0.1 -0.2 -0.1 0.30
H -4.581 -0.228 -1.699 0.1 0.0 0.1 0.28
H -4.396 1.370 -2.404 0.0 0.0 0.0 0.34
H -5.429 -0.472 -3.869 -0.1 0.1 0.0 0.45
H -3.795 -1.117 -4.028 0.0 0.0 0.0 0.35
H -5.389 -0.071 -6.112 -0.1 0.0 0.1 0.34
H -3.678 -0.172 -6.555 0.0 0.0 0.0 0.31
H -4.542 1.382 -6.646 0.1 0.0 0.0 0.03
H -4.163 0.698 0.557 0.0 0.0 -0.1 0.95
H -3.647 -0.691 1.483 -0.1 0.0 0.0 -0.30
H -2.382 0.884 3.006 0.0 0.1 0.1 0.43
H -4.631 2.346 3.509 0.1 0.0 0.1 0.41
H -5.352 1.090 2.522 0.0 0.0 0.0 0.36
H -4.486 0.676 4.014 0.0 -0.1 0.0 0.31
H -1.898 2.666 1.886 0.0 0.0 0.0 0.33
H -1.003 -1.847 3.553 0.1 0.0 0.0 0.33
H -2.454 -1.175 2.889 0.1 0.1 0.0 0.56
H -1.998 -3.909 3.399 -0.1 0.1 0.2 0.51
H -1.767 -3.773 1.688 0.1 -0.1 0.1 0.24
H -3.990 -3.646 1.262 0.0 0.1 -0.1 0.43
H -4.237 -2.367 2.447 -0.1 0.0 0.0 0.14
H -5.508 -4.516 2.855 0.0 0.0 0.0 0.39
H -3.954 -5.277 3.185 -0.2 -0.2 -0.1 0.40
H -3.762 -4.256 5.145 0.0 0.0 0.1 0.29
H -4.603 -2.919 4.726 -0.1 0.0 0.0 0.22
H 1.114 -3.128 4.181 0.0 -0.1 0.0 0.32
H 2.538 -1.515 2.547 0.1 0.0 0.0 0.34
C -2.649 4.350 -6.355 0.1 0.1 0.0 -0.83
C -3.708 4.216 -7.428 -0.1 -0.2 0.2 -0.21
O -3.845 5.414 -8.204 0.0 0.0 -0.1 -0.36
C -2.915 5.587 -9.145 0.1 0.2 0.2 0.75
O -2.009 4.834 -9.390 0.0 -0.1 -0.1 -0.56
O -3.139 6.756 -9.737 -0.1 0.0 -0.1 -0.35
C -2.184 7.107 -10.745 0.0 0.1 -0.1 -0.63
H -2.854 5.220 -5.730 0.0 0.0 0.0 0.30
H -2.644 3.458 -5.726 0.0 0.0 0.0 0.14
H -1.661 4.468 -6.798 0.0 0.0 0.0 0.32
H -4.688 4.064 -6.979 0.0 0.1 0.0 0.31
H -3.498 3.376 -8.091 0.1 0.0 0.0 0.31
H -2.087 6.309 -11.478 0.0 0.0 0.0 0.30
H -1.215 7.310 -10.293 0.0 0.0 0.0 0.29
H -2.571 8.005 -11.216 0.0 0.0 0.0 0.22
C 8.183 4.599 -1.579 -0.1 0.0 0.0 -1.08
C 8.640 3.227 -2.021 0.2 0.1 0.1 -0.21
O 7.531 2.392 -2.410 0.0 0.0 0.0 -0.31
C 7.050 2.625 -3.630 0.0 0.0 0.1 0.71
O 7.462 3.431 -4.419 0.0 0.0 0.0 -0.56
O 6.018 1.799 -3.831 0.0 -0.1 0.0 -0.23
C 5.366 1.970 -5.094 -0.1 -0.1 -0.1 -0.65
H 7.441 4.515 -0.784 0.0 0.0 0.0 0.28
H 9.032 5.169 -1.203 0.0 0.0 0.0 0.36
H 7.741 5.148 -2.409 0.0 0.0 0.0 0.31
H 9.110 2.688 -1.201 0.0 0.0 0.0 0.28
H 9.349 3.287 -2.846 0.0 0.0 0.0 0.32
H 6.077 1.924 -5.915 0.1 0.0 0.0 0.33
H 4.836 2.921 -5.121 0.1 0.0 0.0 0.32
H 4.656 1.152 -5.174 0.0 0.0 0.1 0.14
C -9.231 3.356 7.947 0.0 0.0 -0.1 -1.09
C -7.810 3.859 7.836 0.0 0.1 0.2 -0.18
O -7.202 3.471 6.587 0.0 0.0 0.0 -0.36
C -7.545 4.211 5.537 0.0 -0.1 0.0 0.71
O -8.272 5.167 5.540 0.0 0.1 0.0 -0.55
O -6.934 3.707 4.458 0.0 0.0 -0.1 -0.23
C -7.253 4.383 3.237 0.0 0.0 -0.1 -0.66
H -9.267 2.277 7.798 0.0 0.0 0.1 0.29
H -9.628 3.583 8.937 0.0 0.0 0.0 0.36
H -9.872 3.830 7.205 0.0 0.0 0.0 0.32
H -7.176 3.410 8.597 0.0 0.0 0.0 0.28
H -7.758 4.942 7.938 0.0 0.0 -0.1 0.32
H -7.087 5.453 3.332 0.0 0.0 0.0 0.34
H -8.289 4.196 2.959 0.0 0.0 0.0 0.31
H -6.586 3.968 2.486 0.0 0.0 0.0 0.16
C 9.784 -7.114 5.382 -0.1 -0.1 -0.1 -1.10
C 9.388 -5.676 5.139 0.2 0.0 0.1 -0.19
O 8.350 -5.569 4.144 -0.1 0.1 0.0 -0.35
C 7.121 -5.832 4.573 0.1 -0.4 -0.1 0.77
O 6.799 -6.119 5.695 0.0 0.1 0.1 -0.56
O 6.293 -5.763 3.526 0.0 0.1 0.0 -0.32
C 4.937 -6.096 3.828 -0.1 0.1 -0.1 -0.68
H 10.068 -7.594 4.445 0.1 0.0 0.0 0.30
H 10.633 -7.154 6.064 0.0 0.0 0.0 0.36
H 8.962 -7.676 5.823 0.0 0.0 0.0 0.31
H 10.218 -5.107 4.725 0.0 0.0 -0.1 0.29
H 9.057 -5.190 6.055 -0.1 0.0 0.0 0.32
H 4.575 -5.508 4.669 0.0 0.0 0.0 0.30
H 4.842 -7.156 4.056 0.0 0.0 0.1 0.38
H 4.366 -5.863 2.933 0.0 0.0 0.0 0.18
```
Forces are in eV/Å.

Look up the gap between HOMO and LUMO of the first one.
6.663 eV